1.
Computed, not measured: a 3-piece molecular cluster, C28H60F4N8O2P2 overall, with ωB97M-V/def2-TZVPD.

Atoms and positions in Å:
C -6.35463 4.34129 0.73540
C -7.76493 3.77413 0.97381
C -7.73498 2.48754 1.80798
C -7.66050 1.24736 0.92490
C -7.94439 -0.04077 1.72362
C -6.67247 -0.70875 2.26554
C -5.69970 -1.14113 1.15027
C -5.08391 -2.55425 1.22116
C -6.08745 -3.53514 0.78646
N -6.84320 -4.33669 0.46411
C -4.00121 -2.60710 0.10369
F -3.02128 -1.66863 0.40675
C -4.54556 -2.32064 -1.31746
C -3.87975 -1.10183 -1.96444
C -4.54558 -2.95446 2.63017
C -5.59670 -3.63960 3.55308
C -3.98258 -1.80112 3.33909
N -3.67923 -0.83218 3.87320
C -3.36777 -3.97839 2.57618
F -2.20826 -3.43587 2.18763
F -3.13783 -4.43361 3.83518
F -3.66494 -5.05397 1.83301
H -6.31977 4.92788 -0.17811
H -5.64938 3.51385 0.66188
H -6.04319 4.95435 1.57729
H -8.25249 3.59403 0.01712
H -8.33807 4.53958 1.49644
H -6.91038 2.52818 2.52260
H -8.65132 2.46624 2.39967
H -6.68337 1.15671 0.45243
H -8.45498 1.34515 0.18695
H -8.54585 -0.76734 1.17708
H -8.51239 0.24649 2.60993
H -6.18196 0.04835 2.87616
H -6.98641 -1.49139 2.94848
H -6.21238 -0.98096 0.20645
H -4.87672 -0.42912 1.14324
H -3.50114 -3.57012 0.06292
H -4.27813 -3.16471 -1.95040
H -5.62581 -2.22627 -1.36350
H -4.07179 -0.17833 -1.42699
H -4.32844 -0.99323 -2.95228
H -2.81930 -1.26727 -2.12061
H -6.61426 -3.39059 3.27704
H -5.44762 -3.28297 4.56574
H -5.51368 -4.71865 3.51180
C 0.36813 -0.54342 -1.56320
N 0.09397 0.87332 -1.59153
C -0.39807 1.36300 -2.86651
P 0.42329 2.00621 -0.35977
O -0.85802 2.78708 -0.28754
N 0.43804 1.31482 1.23205
C -0.18483 0.02827 1.47163
C 0.07778 2.27135 2.26948
N 2.12044 1.87823 -0.46788
C 2.75869 2.43606 -1.66273
C 3.04490 1.61222 0.63138
H 1.33609 -0.77219 -1.10518
H 0.40641 -0.94668 -2.57753
H -0.41279 -1.09399 -1.02811
H 0.40524 1.39936 -3.61549
H -0.80312 2.36932 -2.76299
H -1.20340 0.73124 -3.25409
H -1.22736 -0.00950 1.12554
H -0.17161 -0.20558 2.53796
H 0.38163 -0.77460 0.99665
H -1.00469 2.43002 2.33758
H 0.53806 3.24302 2.07566
H 0.44811 1.92213 3.23682
H 3.17935 1.63567 -2.27789
H 3.56065 3.13078 -1.40862
H 2.04485 2.99381 -2.27135
H 2.95851 0.57911 0.96522
H 2.88353 2.27288 1.48284
H 4.07797 1.75196 0.30637
C 8.47665 -2.09346 -0.41744
N 7.39081 -1.44768 -1.11730
C 6.25589 -2.31396 -1.39202
P 7.37681 0.12823 -1.75727
O 6.05162 0.66128 -1.29397
N 8.43832 1.21581 -0.91702
C 8.91733 0.89868 0.41508
C 7.99736 2.60271 -0.99113
N 8.56447 -0.15882 -2.95101
C 8.18331 -1.00973 -4.08178
C 9.77806 0.62191 -3.17263
H 9.45161 -1.87378 -0.86463
H 8.36208 -3.17821 -0.45060
H 8.50195 -1.80683 0.63767
H 6.48609 -3.02715 -2.19483
H 5.39017 -1.72973 -1.70333
H 5.95984 -2.87757 -0.50324
H 8.10514 0.66842 1.11912
H 9.48464 1.74289 0.81099
H 9.61880 0.06412 0.39236
H 7.19154 2.82576 -0.28191
H 7.62511 2.83741 -1.99094
H 8.84073 3.26882 -0.79308
H 8.73234 -1.95605 -4.05147
H 8.38081 -0.52495 -5.03932
H 7.11779 -1.24039 -4.06083
H 10.49673 0.45001 -2.37273
H 9.58780 1.69143 -3.24942
H 10.25010 0.31088 -4.10675

Summary:
- SMILES = CCCCCCC[C@@](C#N)([C@H](F)CC)[C@](C)(C#N)C(F)(F)F.CN(C)P(=O)(N(C)C)N(C)C.CN(C)P(=O)(N(C)C)N(C)C
- Kohn-Sham gap (eV) = 8.35
- largest force on an atom (eV/Å) = 5.07



2.
Computed, not measured: a 12-piece molecular cluster, C28H60F6N15O26 overall, with ωB97M-V/def2-TZVPD.

Atoms and positions in Å:
C -1.07861 1.75308 1.68982
C -0.65099 1.28864 0.29486
O -1.75425 1.12960 -0.57243
C 0.19599 0.01660 0.28002
N 0.10816 -0.66811 -1.02698
C 1.37207 -0.97318 -1.53532
N 1.96485 -0.08327 -2.30590
N 2.06264 -2.12338 -1.32677
C 3.01029 -1.94004 -0.16746
C 3.61576 -3.22861 0.34756
C 4.53159 -2.87026 1.53625
C 5.63868 -3.91542 1.63721
C 6.21888 -4.07157 3.04331
N 6.03772 -5.45068 3.53973
C 1.16981 -3.29833 -1.22937
C -0.16411 -2.94492 -1.87466
C -0.78072 -1.81966 -1.05835
C -2.10428 -1.43758 -1.72642
O -2.16550 -0.56497 -2.57347
C -3.39734 -2.20439 -1.30090
F -4.36161 -1.95123 -2.18701
F -3.15262 -3.53990 -1.32517
C -3.88903 -1.74493 0.10996
F -4.83165 -0.80897 -0.08177
F -2.88543 -1.18629 0.83144
C -4.51984 -2.83533 1.00082
F -3.66106 -3.86507 1.18885
F -5.66426 -3.28973 0.47944
C -4.80395 -2.19753 2.40250
O -5.68788 -1.40224 2.58482
O -3.97348 -2.60306 3.38985
H -0.54385 2.66753 1.91026
H -2.12948 2.01915 1.70734
H -0.91854 1.03359 2.48542
H -0.01477 2.07376 -0.11534
H -2.33731 1.88423 -0.49585
H 1.20581 0.32742 0.51672
H -0.10872 -0.62122 1.10748
H 1.91392 0.90905 -2.13661
H 2.53486 -0.42370 -3.06383
H 3.83890 -1.33996 -0.52874
H 2.57371 -1.37257 0.64963
H 4.23488 -3.65493 -0.43369
H 2.88252 -3.92529 0.72763
H 3.95904 -2.95274 2.45389
H 4.94066 -1.87529 1.40924
H 6.44181 -3.67419 0.94698
H 5.25854 -4.88903 1.33645
H 5.69166 -3.39831 3.72463
H 7.27992 -3.88522 3.05395
H 6.07605 -5.45685 4.55033
H 5.10764 -5.77938 3.31172
H 1.59420 -4.10015 -1.81658
H 0.96322 -3.60887 -0.21209
H -0.78328 -3.83009 -1.82758
H -0.05080 -2.68229 -2.92456
H -1.02394 -2.22419 -0.07712
H -3.06479 -2.63089 3.07325
C 0.33239 0.41689 5.76234
N 1.25256 0.06543 4.64581
O 2.43204 0.26723 4.79296
O 0.75175 -0.40840 3.64054
H 0.92112 0.82272 6.57530
H -0.37352 1.15051 5.38389
H -0.17801 -0.49303 6.06274
C -1.25372 5.61689 0.05563
N -0.01238 4.92486 0.49598
O 0.74813 4.50978 -0.35926
O 0.16448 4.81286 1.68883
H -1.27231 5.63343 -1.02861
H -2.09539 5.05798 0.45458
H -1.23063 6.61943 0.46356
C -0.72625 1.38894 -4.79350
N 0.33449 1.07452 -5.78202
O 1.49567 1.18462 -5.41301
O -0.00744 0.72571 -6.88109
H -0.25017 1.67874 -3.86449
H -1.32486 2.20109 -5.19191
H -1.32379 0.49316 -4.65832
C -6.04133 -1.30744 5.79628
N -5.54447 -0.60367 7.00756
O -5.44203 -1.23701 8.03388
O -5.26584 0.57064 6.88075
H -6.24381 -2.34042 6.05344
H -6.94884 -0.81292 5.47247
H -5.26782 -1.24009 5.04535
C 3.73953 1.43096 -7.83614
N 4.97893 0.62889 -7.66448
O 5.25616 -0.18621 -8.51061
O 5.64122 0.84830 -6.66652
H 3.25720 1.12925 -8.75785
H 3.10262 1.23254 -6.97965
H 4.03073 2.47649 -7.87193
C -6.86567 -6.01083 1.40808
N -8.14149 -6.75197 1.21078
O -8.36996 -7.18909 0.10513
O -8.85998 -6.86154 2.17685
H -6.33068 -5.99121 0.46647
H -7.12179 -5.00861 1.73551
H -6.29881 -6.53613 2.17094
C 7.02280 0.24089 3.42857
N 7.45229 -0.74515 2.39945
O 8.20545 -1.62455 2.74212
O 7.00676 -0.59734 1.27804
H 7.49464 -0.01806 4.36835
H 7.33629 1.22294 3.08844
H 5.94049 0.18348 3.50303
C -10.24700 -0.33138 3.52199
N -9.44668 -0.81789 4.67806
O -9.11015 -0.00090 5.50994
O -9.18510 -2.00031 4.70668
H -10.39766 0.73504 3.63508
H -9.68479 -0.55631 2.62094
H -11.19208 -0.86524 3.53350
C 8.78395 0.35451 -7.11947
N 9.66533 1.05448 -8.09261
O 10.11154 0.41342 -9.01701
O 9.87371 2.23124 -7.88969
H 8.68615 -0.68010 -7.42470
H 9.25230 0.43234 -6.14298
H 7.82113 0.85296 -7.12966
C -2.43802 10.57529 0.92158
N -1.99856 9.15397 0.91577
O -0.84908 8.90989 1.20947
O -2.82626 8.31961 0.61360
H -1.59565 11.19241 1.20827
H -2.77860 10.81340 -0.08118
H -3.25029 10.66027 1.63658
C 0.91561 5.61101 -3.86896
N -0.35705 4.91381 -4.20224
O -0.46030 4.41437 -5.30243
O -1.21190 4.88938 -3.34369
H 1.57541 5.54868 -4.72557
H 0.66923 6.64234 -3.63695
H 1.34247 5.11195 -3.00380

Summary:
- charge = +1
- Kohn-Sham gap (eV) = 7.14
- largest force on an atom (eV/Å) = 2.39



3.
Computed, not measured: C28H60N4O36S8 as an isolated structure, with ωB97M-V/def2-TZVPD.

Atoms and positions in Å:
C -11.15559 -17.14322 -26.82345
C -9.81225 -17.28788 -26.16653
O -9.41730 -18.42987 -25.94807
N -9.11336 -16.16370 -25.86430
C -7.75864 -16.21743 -25.33813
H -11.96082 -16.93899 -26.11202
H -11.45736 -18.10864 -27.21697
H -11.16834 -16.43397 -27.65212
H -9.60818 -15.39585 -26.29069
H -7.38324 -17.20688 -25.61332
H -7.83974 -16.35199 -24.25704
H -7.07917 -15.44409 -25.67045
C -14.41201 -19.42997 -24.44196
C -14.36935 -18.22262 -23.56237
O -15.37531 -17.59867 -23.26998
N -13.14627 -18.00735 -23.02975
C -12.72450 -16.94582 -22.10769
H -13.44486 -19.78514 -24.78954
H -15.18081 -19.22764 -25.18765
H -14.85670 -20.24057 -23.85589
H -12.38807 -18.61721 -23.28424
H -12.46279 -17.47829 -21.19222
H -13.54144 -16.27709 -21.85470
H -11.84400 -16.42226 -22.47157
C -8.18388 -27.09258 -32.50376
C -9.36145 -26.51191 -31.72117
O -9.16228 -25.77257 -30.75845
N -10.57456 -26.76172 -32.22275
C -11.82125 -26.33324 -31.63759
H -8.46308 -27.93298 -33.14240
H -7.45598 -27.34924 -31.73951
H -7.82334 -26.35267 -33.21850
H -10.60930 -27.40879 -32.99198
H -12.46669 -25.90724 -32.40873
H -11.71495 -25.52512 -30.91807
H -12.33996 -27.16944 -31.16583
C -10.71804 -24.17834 -28.79621
C -10.10083 -23.33975 -27.68940
O -8.97513 -23.54329 -27.25775
N -10.94261 -22.40858 -27.21545
C -10.45711 -21.26307 -26.41266
H -11.05762 -25.11100 -28.34600
H -10.00849 -24.33728 -29.60651
H -11.55664 -23.67761 -29.28392
H -11.90844 -22.33755 -27.47503
H -9.98608 -21.55807 -25.47563
H -11.25421 -20.58585 -26.11734
H -9.74766 -20.85761 -27.12897
C -8.78184 -19.34003 -31.05479
C -9.37855 -19.37085 -29.63052
O -9.51082 -18.03938 -29.19070
S -8.61983 -17.02857 -30.11398
O -7.26115 -16.86892 -29.75985
O -9.38405 -15.82551 -30.40738
O -8.72062 -17.96966 -31.47565
H -9.39624 -19.83710 -31.79915
H -7.72553 -19.61446 -31.02627
H -8.83442 -20.02371 -28.94964
H -10.36758 -19.81812 -29.76284
C -6.17777 -21.71440 -25.56480
C -6.58226 -20.20214 -25.55483
O -5.38967 -19.40772 -25.42440
S -4.06132 -20.35963 -25.78099
O -2.94132 -20.15038 -24.90205
O -3.88495 -20.52953 -27.19478
O -4.80634 -21.67750 -25.24812
H -6.50555 -22.14045 -26.51045
H -6.64751 -22.26994 -24.75560
H -7.28375 -19.81280 -24.82017
H -7.04481 -20.01744 -26.52624
C -13.22648 -20.12814 -33.79558
C -14.35529 -21.13450 -33.58897
O -13.75493 -22.42709 -33.39471
S -12.28622 -22.21556 -32.77299
O -11.39497 -22.80646 -33.72279
O -12.14744 -22.55830 -31.38604
O -12.27040 -20.58540 -32.86271
H -13.55774 -19.09150 -33.78278
H -12.95242 -20.21549 -34.85464
H -15.03629 -21.18736 -34.43728
H -14.97220 -20.92055 -32.71457
C -11.57691 -22.35987 -23.01017
C -11.67636 -23.07790 -21.64007
O -11.01817 -22.13034 -20.75731
S -10.57996 -20.75369 -21.47608
O -9.23847 -20.81010 -21.98542
O -11.06132 -19.64784 -20.68387
O -11.63173 -20.97967 -22.69807
H -12.35797 -22.66874 -23.69734
H -10.55867 -22.43099 -23.41290
H -11.22390 -24.05610 -21.56302
H -12.74679 -22.93430 -21.48038
C -6.06832 -24.42541 -29.22961
C -7.18669 -23.94831 -30.20296
O -6.59618 -22.72880 -30.73480
S -5.58262 -21.96790 -29.68645
O -6.24052 -20.83133 -29.06572
O -4.24477 -21.79326 -30.12449
O -5.75235 -23.19646 -28.65804
H -5.19102 -24.79420 -29.76970
H -6.41834 -25.15819 -28.50828
H -7.98123 -23.45767 -29.64734
H -7.45427 -24.85682 -30.74132
C -16.25244 -19.97944 -28.42084
C -16.15841 -19.61144 -29.86831
O -14.75293 -19.48677 -30.18532
S -13.82845 -19.94735 -28.95218
O -13.39504 -18.71107 -28.34335
O -12.85679 -20.94716 -29.29748
O -15.03785 -20.68377 -28.12563
H -17.12902 -20.57830 -28.18683
H -16.21157 -19.11877 -27.74838
H -16.59097 -18.63582 -30.08934
H -16.62981 -20.31141 -30.55904
C -12.71993 -28.88949 -27.92770
C -11.58860 -28.02910 -28.42882
O -10.47985 -28.53013 -27.71015
S -10.54670 -30.14665 -27.69528
O -10.05455 -30.63135 -26.44191
O -9.88432 -30.67675 -28.85998
O -12.16046 -30.21231 -27.85730
H -13.51929 -28.87706 -28.66650
H -13.03053 -28.68536 -26.90363
H -11.76292 -27.00423 -28.09879
H -11.49293 -28.02067 -29.51551
C -16.14809 -24.12291 -28.93174
C -14.61778 -24.19428 -28.64787
O -14.20121 -25.54293 -28.81282
S -15.47359 -26.54677 -29.08554
O -16.00521 -27.01402 -27.83932
O -15.12543 -27.42391 -30.14059
O -16.41768 -25.33261 -29.60060
H -16.27576 -23.35090 -29.69160
H -16.80985 -23.87891 -28.10201
H -14.33910 -23.91388 -27.63273
H -14.12516 -23.53267 -29.35914

Summary:
- Kohn-Sham gap (eV) = 8.85
- largest force on an atom (eV/Å) = 3.77
- relative energy (zero: lowest compared OMol25 entry of this formula, charge and spin) (kcal per mole) = 0.00



4.
Computed, not measured: a 7-piece molecular cluster, C28H61N7O10S overall, with ωB97M-V/def2-TZVPD.

Atoms and positions in Å:
C -2.98583 -7.53165 -2.78825
C -3.71136 -6.24868 -2.42084
O -4.83019 -6.26912 -2.09920
N -3.00616 -4.99844 -2.47513
C -2.71480 -4.56200 -3.85924
C -1.25720 -4.04807 -3.91873
C -1.09764 -2.82748 -3.01011
C 0.34952 -2.35958 -2.76835
C 1.02585 -2.99246 -1.53592
C 2.41156 -2.29186 -1.40891
C 3.33567 -2.94047 -0.35814
S 3.43097 -4.67627 -0.79002
O 3.85866 -4.70634 -2.14475
O 4.25858 -5.42243 0.07740
O 1.91075 -5.16447 -0.68738
C 1.09831 -4.51019 -1.68150
H -2.34308 -7.80929 -1.94985
H -2.32665 -7.32605 -3.63461
H -3.67590 -8.33038 -3.02416
H -2.11183 -5.12556 -2.00609
H -3.34139 -3.72825 -4.17892
H -2.82422 -5.40511 -4.54602
H -0.98792 -3.79205 -4.94328
H -0.62867 -4.89845 -3.64198
H -1.60489 -2.00556 -3.52589
H -1.61650 -2.92514 -2.05635
H 0.29532 -1.30058 -2.52311
H 0.99839 -2.45934 -3.64004
H 0.44669 -2.77090 -0.65381
H 2.91499 -2.36181 -2.37258
H 2.24343 -1.25517 -1.15424
H 4.32396 -2.49584 -0.33904
H 2.82992 -2.83840 0.59779
H 0.08674 -4.88719 -1.52989
H 1.37265 -4.83628 -2.68520
C -0.38683 1.40334 2.32858
N 0.37650 0.53924 1.43702
C 1.14912 1.13968 0.36193
C 0.39114 -0.78512 1.57390
O 1.01194 -1.55972 0.85126
H -1.11075 1.96841 1.74831
H 0.29415 2.09222 2.82803
H -0.90860 0.81473 3.07893
H 0.80610 0.75218 -0.59954
H 2.20193 0.87479 0.48534
H 1.03923 2.22140 0.37897
H -0.22361 -1.13967 2.41565
C -1.30006 -1.30540 7.63713
N -0.61308 -1.07730 6.38043
C -0.63338 -2.11761 5.36595
C 0.04463 0.06928 6.12272
O 0.63939 0.31774 5.08989
H -0.87473 -2.17927 8.13462
H -2.36117 -1.48123 7.44913
H -1.19512 -0.44107 8.28962
H 0.38696 -2.42556 5.13386
H -1.09150 -1.73179 4.45443
H -1.20000 -2.97405 5.72259
H -0.00157 0.79008 6.95714
C -5.15474 0.47400 0.43499
N -4.47285 1.72355 0.71391
C -4.84159 2.91833 -0.03607
C -3.51260 1.81892 1.63982
O -2.90595 2.84451 1.91138
H -4.99981 0.19736 -0.60941
H -6.22419 0.59144 0.61984
H -4.77057 -0.32067 1.07176
H -3.97285 3.30354 -0.56868
H -5.18657 3.69052 0.65067
H -5.63085 2.68013 -0.74552
H -3.30639 0.86274 2.15302
C 2.38679 1.08016 -7.05305
N 2.63142 0.57172 -5.71751
C 3.90539 -0.06470 -5.42378
C 1.71657 0.66821 -4.73518
O 1.87147 0.25810 -3.59995
H 2.45491 0.26385 -7.77508
H 3.13203 1.83927 -7.29932
H 1.39556 1.52485 -7.11460
H 3.73639 -1.09049 -5.09359
H 4.40865 0.47551 -4.62097
H 4.53321 -0.06661 -6.31139
H 0.78445 1.16472 -5.05725
C -0.77311 6.19318 2.89463
N -1.70927 6.49182 1.82554
C -2.09738 7.87057 1.59089
C -2.23071 5.52860 1.04323
O -3.02097 5.72296 0.13018
H -1.19455 6.52924 3.84600
H 0.16732 6.71536 2.71085
H -0.57698 5.12580 2.94943
H -3.17810 7.97325 1.70245
H -1.82939 8.16006 0.57342
H -1.59459 8.52448 2.29996
H -1.87392 4.52882 1.29866
C 5.07669 2.97039 2.29082
N 3.97435 3.90526 2.17046
C 4.25380 5.29129 1.83518
C 2.69804 3.53023 2.35930
O 1.73292 4.27109 2.27240
H 5.75887 3.30626 3.07434
H 5.61721 2.91645 1.34361
H 4.70750 1.97867 2.54462
H 3.88373 5.94230 2.62825
H 3.74286 5.55473 0.90820
H 5.32464 5.43591 1.71498
H 2.59471 2.45990 2.60904

Summary:
- SMILES = CC(=O)NCCCC[C@@H]1CCS(=O)(=O)OC1.CN(C)C=O.CN(C)C=O.CN(C)C=O.CN(C)C=O.CN(C)C=O.CN(C)C=O
- Kohn-Sham gap (eV) = 9.07
- largest force on an atom (eV/Å) = 3.63



- Number 4 is which compound?
  C28H61N7O10S